[1]
Molecular formula: C2H2N2O2S
Method: DFT, ωB97M-V with the def2-TZVPD basis set

Calculated values
Gap between HOMO and LUMO in eV: 8.491
Multiplicity: 1
LUMO in eV: -0.54
Structure (SMILES): On1cnc(=S)o1
Total energy in eV: -20012.850
E_HOMO in eV: -9.03

Last columns: bonded neighbours and bond lengths (Å).
Positions of all 9 atoms, in Å:
1 O 1.4678 0.3191 -2.1901  N2 1.416, H8 1.032
2 N 1.2361 -0.0228 -0.8354  O1 1.416, C3 1.397, O7 1.429
3 C 0.5393 -1.2325 -0.7865  N2 1.397, N4 1.270, H9 1.092
4 N -0.4377 -1.2817 0.0231  C3 1.270, C5 1.458
5 C -0.5534 0.0862 0.5151  N4 1.458, S6 1.635, O7 1.366
6 S -1.4877 0.4817 1.7967  C5 1.635
7 O 0.4310 0.8517 -0.0424  N2 1.429, C5 1.366
8 H 2.2511 0.9893 -2.1408  O1 1.032
9 H 0.8574 -2.0539 -1.4323  C3 1.092

Atomic charges from the natural (NBO) analysis, expressed in e, are listed below: atom 1 (O): -0.526, atom 2 (N): 0.088, atom 3 (C): 0.231, atom 4 (N): -0.432, atom 5 (C): 0.264, atom 6 (S): -0.016, atom 7 (O): -0.327, atom 8 (H): 0.494, atom 9 (H): 0.224

=====

[2]
Molecular formula: C2H2N2O2S
Method: DFT, ωB97M-V with the def2-TZVPD basis set

Calculated values
Gap between HOMO and LUMO (spin up / spin down) in eV: 7.939 / 7.937
Multiplicity: 1
LUMO (spin up / spin down) in eV: -1.34 / -1.35
Structure (SMILES): O=NC=S.N=C=O
Total energy in eV: -20011.674
E_HOMO (spin up / spin down) in eV: -9.28 / -9.28

Last columns: bonded neighbours and bond lengths (Å).
Positions of all 9 atoms, in Å:
1 O 2.6556 0.8432 2.1237  N2 1.244
2 N 1.7477 0.4263 1.3821  O1 1.244, C3 1.317
3 C 0.7722 0.9857 0.6959  N2 1.317, S4 1.624, H5 1.073
4 S -0.7653 0.8196 1.1932  C3 1.624
5 H 1.1657 1.0649 -0.2994  C3 1.073
6 N -1.8628 -1.3067 -0.7467  C7 1.188, H9 0.885
7 C -1.0826 -0.7412 -1.4407  N6 1.188, O8 1.178
8 O -0.7683 0.0987 -2.2051  C7 1.178
9 H -1.8622 -2.1906 -0.7030  N6 0.885

Atomic charges from the natural (NBO) analysis, expressed in e, are listed below: atom 1 (O): -0.212, atom 2 (N): 0.148, atom 3 (C): -0.219, atom 4 (S): 0.044, atom 5 (H): 0.233, atom 6 (N): -0.704, atom 7 (C): 0.842, atom 8 (O): -0.507, atom 9 (H): 0.374

=====

[3]
Molecular formula: C2H2N2O2S
Method: DFT, ωB97M-V with the def2-TZVPD basis set

Calculated values
Gap between HOMO and LUMO in eV: 8.482
Multiplicity: 1
LUMO in eV: -0.69
Structure (SMILES): O=[N+]([O-])N=C=CS
Total energy in eV: -20010.202
E_HOMO in eV: -9.17

Last columns: bonded neighbours and bond lengths (Å).
Positions of all 9 atoms, in Å:
1 O -2.1734 -0.8326 -0.4969  N2 1.270
2 N -1.8364 0.2725 0.0308  O1 1.270, O3 1.214, N4 1.370
3 O -2.6621 1.0906 0.3831  N2 1.214
4 N -0.6285 0.9035 -0.1106  N2 1.370, C5 1.232
5 C 0.5151 0.6278 0.2556  N4 1.232, C6 1.315
6 C 1.7409 0.1828 0.4262  C5 1.315, S7 1.774, H8 1.030
7 S 1.9406 -1.2586 -0.5892  C6 1.774, H9 1.444
8 H 2.5631 0.5073 0.9555  C6 1.030
9 H 0.5406 -1.4934 -0.8547  S7 1.444

Atomic charges from the natural (NBO) analysis, expressed in e, are listed below: atom 1 (O): -0.384, atom 2 (N): 0.596, atom 3 (O): -0.327, atom 4 (N): -0.311, atom 5 (C): 0.416, atom 6 (C): -0.479, atom 7 (S): 0.049, atom 8 (H): 0.266, atom 9 (H): 0.173

=====

[4]
Molecular formula: C2H2N2O2S2
Method: DFT, ωB97M-V with the def2-TZVPD basis set

Calculated values
Gap between HOMO and LUMO in eV: 8.850
Multiplicity: 1
LUMO in eV: -0.29
Structure (SMILES): O=C1NOC(=S)SN1
Total energy in eV: -30850.124
E_HOMO in eV: -9.14

Last columns: bonded neighbours and bond lengths (Å).
Positions of all 10 atoms, in Å:
1 O -2.4441 -0.3007 -0.2673  C2 1.207
2 C -1.2957 -0.0350 -0.0076  O1 1.207, N3 1.415, N8 1.374
3 N -0.4172 -0.9233 0.6574  C2 1.415, O4 1.434, H9 1.016
4 O 0.8364 -1.0783 -0.0207  N3 1.434, C5 1.342
5 C 1.6704 -0.0287 0.0380  O4 1.342, S6 1.619, S7 1.757
6 S 3.2687 -0.1944 -0.1562  C5 1.619
7 S 0.8875 1.5127 0.3506  C5 1.757, N8 1.706
8 N -0.6694 1.1632 -0.2544  C2 1.374, S7 1.706, H10 1.013
9 H -0.7962 -1.8659 0.6524  N3 1.016
10 H -1.0403 1.7504 -0.9922  N8 1.013

Atomic charges from the natural (NBO) analysis, expressed in e, are listed below: atom 1 (O): -0.571, atom 2 (C): 0.746, atom 3 (N): -0.359, atom 4 (O): -0.355, atom 5 (C): -0.037, atom 6 (S): 0.016, atom 7 (S): 0.524, atom 8 (N): -0.795, atom 9 (H): 0.401, atom 10 (H): 0.431

=====

[5]
Molecular formula: C2H2N2O2S2
Method: DFT, ωB97M-V with the def2-TZVPD basis set

Calculated values
Gap between HOMO and LUMO in eV: 9.692
Multiplicity: 1
LUMO in eV: 0.17
Structure (SMILES): O=C1NSC(=O)NS1
Total energy in eV: -30851.377
E_HOMO in eV: -9.52

Last columns: bonded neighbours and bond lengths (Å).
Positions of all 10 atoms, in Å:
1 O -2.7074 -0.4441 0.3246  C2 1.247
2 C -1.5622 -0.2854 -0.1428  O1 1.247, N3 1.360, S8 1.785
3 N -0.6513 -1.2956 -0.1461  C2 1.360, S4 1.673, H9 1.105
4 S 0.9217 -1.2710 -0.7142  N3 1.673, C5 1.801
5 C 1.5233 0.3137 -0.1070  S4 1.801, O6 1.208, N7 1.374
6 O 2.6795 0.4005 0.2315  C5 1.208
7 N 0.5429 1.2598 0.0706  C5 1.374, S8 1.701, H10 0.985
8 S -0.9299 1.2568 -0.7803  C2 1.785, N7 1.701
9 H -0.6470 -2.0002 0.7050  N3 1.105
10 H 0.8304 2.0656 0.5588  N7 0.985

Atomic charges from the natural (NBO) analysis, expressed in e, are listed below: atom 1 (O): -0.554, atom 2 (C): 0.478, atom 3 (N): -0.796, atom 4 (S): 0.421, atom 5 (C): 0.503, atom 6 (O): -0.562, atom 7 (N): -0.789, atom 8 (S): 0.434, atom 9 (H): 0.439, atom 10 (H): 0.425

=====

[6]
Molecular formula: C2H2N2O3S
Method: DFT, ωB97M-V with the def2-TZVPD basis set

Calculated values
Gap between HOMO and LUMO in eV: 8.645
Multiplicity: 1
LUMO in eV: -2.08
Total energy in eV: -22057.416
E_HOMO in eV: -10.73

Last columns: bonded neighbours and bond lengths (Å).
Positions of all 10 atoms, in Å:
1 C 1.1858 0.4710 1.0286  C2 1.401, N3 1.136
2 C -0.0325 0.3333 0.3515  C1 1.401, N4 1.510, S8 1.685
3 N 2.1161 0.7171 1.6320  C1 1.136
4 N -0.0341 0.4539 -1.1534  C2 1.510, O5 1.162, O6 1.199
5 O -1.0613 0.4339 -1.6961  N4 1.162
6 O 1.0692 0.5680 -1.6085  N4 1.199
7 O 0.2929 -1.5951 -0.1713  H9 0.911
8 S -1.5470 0.4333 1.0825  C2 1.685, H10 1.256
9 H 0.0193 -2.0061 0.5943  O7 0.911
10 H -2.0084 0.1907 -0.0597  S8 1.256

Atomic charges from the natural (NBO) analysis, expressed in e, are listed below: atom 1 (C): 0.201, atom 2 (C): -0.006, atom 3 (N): -0.178, atom 4 (N): 0.553, atom 5 (O): -0.331, atom 6 (O): -0.320, atom 7 (O): -0.769, atom 8 (S): 0.250, atom 9 (H): 0.440, atom 10 (H): 0.161